C16H15N7O5 | ωB97M-V/def2-TZVPD

Computed properties:
LUMO energy in hartree: -0.0108
SMILES string: Cc1nn(Cc2cccc(C(=O)Nn3cc([N+](=O)[O-])cn3)c2)c(C)c1[N+](=O)[O-]

ORCA input file:
```
! wB97M-V def2-TZVPD RIJCOSX def2/J DEFGRID3
* xyz 0 1
O 1.7215 1.5439 -4.4583
O -0.0168 0.7639 -5.4650
O 0.4994 1.5257 1.6407
O -1.0543 5.9656 3.5800
O -3.0319 5.9925 4.4389
N 0.3445 -2.3836 -2.8638
N -2.0837 5.4277 3.9325
N 0.8571 0.6985 -4.6194
N -2.9985 1.9572 3.7723
N -1.2765 0.7646 2.8265
N -1.7834 1.9706 3.2296
N 1.4039 -1.8577 -2.2260
C -0.2259 -1.8911 2.5258
C -3.2688 3.2025 4.0954
C 1.7673 -0.6677 -2.7277
C 0.1215 -3.1774 2.1545
C -2.1880 4.0318 3.7445
C 2.8926 0.1668 -2.2532
C 0.1246 -0.8223 1.7053
C 1.9505 -2.5961 -1.1181
C 0.8374 -1.0587 0.5338
C -0.0039 -1.5420 -3.8088
C -0.1713 0.5977 2.0296
C 0.8090 -3.4077 0.9747
C -1.2340 3.1860 3.1818
C -1.1357 -1.7948 -4.7264
C 0.8722 -0.4215 -3.7765
C 1.1802 -2.3477 0.1577
H 1.0653 -4.4175 0.6920
H -0.7356 -1.7301 3.4639
H -4.1948 3.4763 4.5565
H -1.8728 -0.9986 -4.6387
H -0.2675 3.3858 2.7677
H 1.8910 -3.6551 -1.3801
H -0.7875 -1.7961 -5.7578
H 3.3391 -0.2238 -1.3432
H -1.5908 -2.7509 -4.4864
H 3.6535 0.2329 -3.0309
H -1.9179 0.0067 3.0217
H -0.1467 -4.0084 2.7887
H 1.1094 -0.2083 -0.0726
H 2.5452 1.1841 -2.0772
H 3.0011 -2.3236 -0.9842
*
```

***

C4Cl2IrO4Sc | ωB97M-V/def2-TZVPD

Computed properties:
LUMO energy (spin up / spin down) in hartree: -0.6315 / -0.7362
Expectation value of S²: 6.020

ORCA input file:
```
! wB97M-V def2-TZVPD RIJCOSX def2/J DEFGRID3
* xyz 4 5
Ir -1.7004 3.0621 1.0605
Sc 0.8091 -2.3628 -1.8483
Cl -0.5753 -2.4100 -0.0123
Cl 0.2905 3.0517 -0.0364
O -4.4222 2.1148 1.9602
O 4.0128 -2.8624 -1.9413
O -0.5154 4.9039 3.1649
O 2.0674 -5.3861 -2.0601
C 1.4414 -4.3986 -2.1851
C -3.4170 2.4462 1.4724
C 2.9294 -2.4068 -1.8492
C -0.9204 4.2480 2.2746
*
```

***

C15H17Br2ClN2ORe | ωB97M-V/def2-TZVPD

Computed properties:
LUMO energy (spin up / spin down) in hartree: -0.2983 / -0.3332
Expectation value of S²: 3.779

ORCA input file:
```
! wB97M-V def2-TZVPD RIJCOSX def2/J DEFGRID3
* xyz 2 4
Re 2.2095 -11.1895 8.6961
Br 7.8316 -14.3989 9.9120
Br 1.5082 -13.6717 14.8541
Cl 2.1836 -14.6291 8.7206
O 2.3175 -9.3103 8.5493
N 2.1092 -11.7250 10.5461
N 3.9060 -12.1354 8.9787
C 1.0026 -11.4733 11.2737
C 1.1678 -9.6260 6.5047
C 3.1462 -12.4791 11.1441
C 1.2696 -8.6538 7.6564
C 1.7894 -12.9161 13.1443
C 5.4820 -13.0376 10.4938
C 6.3384 -13.3755 9.4569
C 2.9770 -13.0975 12.4127
C 0.0257 -8.4814 8.5025
C 1.8132 -7.3196 7.1743
C 1.4387 -13.0029 8.1643
C 0.8709 -12.0098 12.5784
C 5.9056 -13.1809 8.1190
C 4.6831 -12.4759 7.9468
C 4.2142 -12.4834 10.2433
H 0.9212 -9.0256 5.5362
H 3.7272 -13.9257 12.8004
H -0.6828 -7.8770 7.8775
H 1.0702 -6.7481 6.6286
H 2.7800 -7.5256 6.6707
H 1.3640 -13.0587 7.0190
H 4.2901 -12.1753 6.8937
H -0.4683 -9.4342 8.7308
H 0.4464 -13.0951 8.5444
H -0.1426 -11.8455 13.0323
H 0.4564 -10.3703 6.8077
H 2.1434 -6.7409 8.0456
H 6.4647 -13.3648 7.2143
H 0.1739 -10.8036 10.9593
H 5.7762 -13.4342 11.4615
H 2.1225 -10.1262 6.2516
H 0.0630 -7.8567 9.4741
*
```

***

Q: Number 3 is which compound?
A: C15H17Br2ClN2ORe